# 1
The following is a quantum chemistry calculation of a 2-piece molecular cluster, C2H2F2N2S overall in a non-equilibrium geometry, from the OMol25 dataset.

Atoms and positions in Å:
F: 0.68446 -0.81524 1.13355
N: 0.64672 -0.82387 -0.23593
N: 1.72704 -0.37825 -0.73405
S: 3.09598 0.17950 -0.08847
H: 1.65849 -0.41378 -1.75607
C: -2.25207 0.05687 0.71236
C: -1.71002 0.98123 0.18841
F: -1.11872 1.98313 -0.35755
H: -2.73186 -0.76959 1.13777

Results
HOMO-LUMO gap (alpha / beta) (eV): 8.751 / 8.752
Highest occupied orbital energy (alpha / beta) (eV): -9.384 / -9.384
LUMO level (alpha / beta) (eV): -0.63 / -0.63
SMILES: F/N=[NH+]\[S-].C#CF
Calculated total energy (eV): -21350.09977
Spin multiplicity: 1
Energy relative to the best compared isomer or geometry (same formula, charge and spin) (eV): 2.306

---

# 2
The following is a quantum chemistry calculation of a 2-piece molecular cluster, C2H2F2O3 overall in a non-equilibrium geometry, from the OMol25 dataset.

Atoms and positions in Å:
C: 2.53864 -0.36441 0.25389
C: -1.39338 0.01618 -0.60078
O: 1.84265 0.39178 1.01785
O: -2.49425 -0.11084 -1.20550
O: -0.29741 -0.10919 -0.98172
F: 3.82983 -0.09148 0.51259
F: -1.55986 0.14035 0.85747
H: -3.30281 -0.04356 -0.57745
H: 0.83657 0.17115 0.72366

Results
HOMO-LUMO gap (eV): 9.261
Highest occupied orbital energy (eV): -9.444
LUMO level (eV): -0.18
Calculated total energy (eV): -13681.85785
Spin multiplicity: 1
Energy relative to the best compared isomer or geometry (same formula, charge and spin) (eV): 2.514

---

Q: spin multiplicity of number 2 (C2H2F2O3)?
A: 1

---

Q: What is the formula in the second record?
A: C2H2F2O3

---

Q: Which value of spin multiplicity does entry 1 give?
A: 1